Entry w
Computed, not measured: 2 unconnected molecules or ions with the total composition C4H9NO, with ωB97M-V/def2-TZVPD.

CARTESIAN COORDINATES (ANGSTROEM)
C  1.34087  1.32640  -0.40504
C  -0.72285  1.85254  -1.29867
N  0.31552  1.10977  -1.38033
H  1.16154  0.86668  0.58248
H  2.27637  0.88135  -0.75295
H  1.53946  2.38629  -0.17073
H  -1.63370  1.57937  -1.82109
H  -0.70291  2.87223  -0.91441
O  1.12023  -1.84003  1.66832
C  -0.11582  -1.56894  1.62015
C  -0.83493  -1.94942  0.33903
H  -0.68880  -1.43435  2.54990
H  -1.92678  -2.03498  0.43613
H  -0.64670  -1.14520  -0.37628
H  -0.48150  -2.90172  -0.07652

The multiplicity is 2. The calculation puts the HOMO energy (alpha / beta) at 0.0214 / -0.1392 Ha. Its total charge is -1. The HOMO-LUMO gap (alpha / beta) is 3.7 / 7.9 eV.



Entry x
Computed, not measured: 2 unconnected molecules or ions with the total composition C4H9NO, with ωB97M-V/def2-TZVPD.

CARTESIAN COORDINATES (ANGSTROEM)
C  1.26609  -2.81407  0.17907
C  0.47813  -2.41848  -0.83186
N  -0.54788  -1.38705  -0.71245
H  1.39492  -2.08055  1.04957
H  1.52373  -3.86865  -0.03967
H  0.27475  -3.06333  -1.66190
H  -0.05553  -0.45961  -0.57435
H  -1.01367  -1.46210  0.23238
O  0.28288  1.24157  0.98970
C  -0.65579  2.02114  0.72176
C  -0.59778  3.04426  -0.35277
H  -1.40182  1.97902  1.53780
H  -1.58793  2.92953  -0.78909
H  -0.73754  4.03594  0.06178
H  0.23128  2.76937  -1.04419

The multiplicity is 2. The calculation puts the HOMO energy (alpha / beta) at 0.0325 / -0.1151 Ha. Its total charge is -1. The HOMO-LUMO gap (alpha / beta) is 3.1 / 7.1 eV.



Entry y
Computed, not measured: 2 unconnected molecules or ions with the total composition C4H9NO, with ωB97M-V/def2-TZVPD.

CARTESIAN COORDINATES (ANGSTROEM)
C  1.69332  -0.67984  0.50536
C  1.32778  0.75771  0.63644
C  2.25935  1.73965  0.53360
H  2.40886  -0.98476  1.29665
H  0.72801  -1.24841  0.69864
H  2.05868  -0.91162  -0.49724
H  0.31671  1.01808  1.05444
H  1.79133  2.77709  0.39215
H  3.23558  1.71015  0.15455
C  -2.51645  -1.33714  -0.74747
N  -2.82916  0.00475  -0.90430
O  -2.03177  -2.14344  -1.50044
H  -2.88053  -1.64932  0.35422
H  -2.64977  0.30478  -1.84733
H  -2.91196  0.64233  -0.12928

The multiplicity is 2. The calculation puts the HOMO energy (alpha / beta) at 0.0575 / -0.1277 Ha. Its total charge is -1. The HOMO-LUMO gap (alpha / beta) is 2.1 / 7.0 eV.



Entry z
Computed, not measured: 2 unconnected molecules or ions with the total composition C4H9NO, with ωB97M-V/def2-TZVPD.

CARTESIAN COORDINATES (ANGSTROEM)
C  1.04057  1.66653  1.17642
C  -0.64212  0.32517  2.39532
N  0.57534  0.38323  1.83670
H  0.82666  2.42523  1.86928
H  2.09670  1.59775  1.20550
H  0.84457  1.77419  0.08583
H  -0.74433  -0.46293  3.22902
H  -1.15375  1.33141  2.41920
C  -0.16879  -1.23909  -2.95935
C  -0.74792  -1.65676  -1.80457
O  -1.03810  -0.83861  -0.79452
H  0.65005  -1.86395  -3.42448
H  -0.49153  -0.27900  -3.52471
H  -0.79000  -2.63786  -1.40002
H  -0.25735  -0.52530  -0.30963

The multiplicity is 2. The calculation puts the HOMO energy (alpha / beta) at 0.0169 / -0.1163 Ha. Its total charge is -1. The HOMO-LUMO gap (alpha / beta) is 3.4 / 7.0 eV.



Which of them is least stable? Easy: entry z.



Entry w
Computed, not measured: a molecular structure, C4H7NO4Sn, with ωB97M-V/def2-TZVPD.

CARTESIAN COORDINATES (ANGSTROEM)
Sn  1.79549  3.00906  -1.54441
C  1.05076  0.10279  -2.76399
O  2.08772  0.18827  -1.98520
O  0.41362  -0.96010  -2.89371
O  0.52731  1.19756  -3.23944
C  -0.36932  0.64259  2.27855
C  -0.12774  0.68276  0.79518
O  -0.09247  1.79389  0.23069
N  -0.12124  -0.45834  0.10824
C  -0.80911  -1.69322  0.48291
H  -1.22281  1.30009  2.45385
H  0.44301  1.03295  2.89230
H  -0.60342  -0.31352  2.74492
H  0.01921  -0.38296  -0.89663
H  -0.96235  -2.21227  -0.46852
H  -1.84575  -1.53751  0.77463
H  -0.18290  -2.39204  1.03063

The calculation puts the HOMO energy at -0.2894 Ha. The HOMO-LUMO gap is 5.5 eV.



Entry x
Computed, not measured: a molecular structure, C4H7NO4Sn, with ωB97M-V/def2-TZVPD.

CARTESIAN COORDINATES (ANGSTROEM)
Sn  -6.28763  -16.24490  26.28028
C  -4.16916  -14.61652  24.22665
O  -3.75741  -15.29046  25.23516
O  -5.35440  -14.16014  24.24867
O  -3.44324  -14.56304  23.21645
C  -5.49838  -21.00921  28.32104
C  -6.50647  -20.10371  27.61770
O  -6.18414  -18.94672  27.37123
N  -7.73165  -20.55153  27.32851
C  -8.16495  -21.91872  27.43814
H  -5.33504  -21.95028  27.78733
H  -5.84811  -21.47721  29.24171
H  -4.58021  -20.42981  28.29990
H  -8.41302  -19.88767  26.99610
H  -7.54424  -22.58911  28.02678
H  -8.26797  -22.42857  26.47511
H  -9.19924  -21.99681  27.77782

The calculation puts the HOMO energy at -0.2596 Ha. The HOMO-LUMO gap is 4.5 eV.



Which of them is least stable? Easy: entry x.